No. 1
{"formula": "C4H6NO3", "method": "wB97M-V/def2-TZVPD", "molar_mass_g_mol": 116.10, "multiplicity": 1, "e_above_lowest_kj_mol": 235.61, "charge": -1, "e_lumo_ev": 4.1, "species": ["O", "C", "O", "C", "C", "C", "O", "N", "H", "H", "H", "H", "H", "H"], "positions_angstrom": [[-0.753, -1.898, 0.626], [-0.939, -0.691, 0.877], [-1.519, -0.134, 1.822], [-0.332, 0.290, -0.243], [1.188, 0.076, -0.422], [1.210, 0.869, 0.832], [1.433, 2.055, 0.924], [-1.011, -0.243, -1.504], [-0.831, 1.242, -0.158], [1.630, 0.583, -1.275], [1.444, -0.973, -0.346], [1.298, 0.223, 1.721], [-2.008, -0.165, -1.349], [-0.809, -1.233, -1.506]], "atomic_forces_ev_per_a": [[0.01, -0.21, 0.19], [0.70, 0.62, 0.09], [-0.26, -0.07, 0.06], [-3.30, -3.60, -2.86], [-1.33, 2.00, 0.72], [4.79, -0.50, 1.05], [-0.61, 0.40, -0.10], [0.62, 0.74, -0.22], [1.02, 0.78, 0.41], [-0.21, 0.11, -0.04], [-0.23, -0.06, 0.23], [-0.91, 0.16, 0.32], [-0.19, -0.09, 0.03], [-0.10, -0.27, 0.12]], "mulliken_charge": [-0.716, 0.468, -0.725, 0.017, -0.653, 0.052, -0.589, -0.812, 0.352, 0.360, 0.267, 0.326, 0.289, 0.363]}

---

No. 2
{"formula": "ClH2NP2", "method": "wB97M-V/def2-TZVPD", "molar_mass_g_mol": 113.42, "multiplicity": 1, "smiles": "[H]/N=P(\\Cl)=P\\[H]", "e_above_lowest_kj_mol": 102.12, "e_lumo_ev": -0.5, "species": ["N", "P", "P", "Cl", "H", "H"], "positions_angstrom": [[-0.285, -1.300, 0.954], [0.004, -0.096, 0.004], [-0.298, 1.872, 0.453], [0.774, -0.737, -1.796], [0.213, -2.110, 0.458], [0.465, 2.548, -0.436]], "atomic_forces_ev_per_a": [[1.26, -0.58, -1.53], [0.38, -0.03, -0.08], [-1.17, -0.88, 1.63], [-0.04, 0.49, 0.40], [-1.28, 0.98, 1.09], [0.85, 0.02, -1.52]], "mulliken_charge": [-0.566, 0.576, -0.085, -0.207, 0.252, 0.030]}

---

No. 3
{"formula": "C25H74NO25S", "method": "wB97M-V/def2-TZVPD", "molar_mass_g_mol": 820.92, "multiplicity": 1, "e_above_lowest_kj_mol": 199.82, "charge": -1, "e_lumo_ev": 0.9, "species": ["C", "N", "C", "C", "C", "C", "O", "H", "H", "H", "H", "H", "H", "H", "H", "H", "H", "H", "H", "H", "H", "S", "O", "O", "O", "O", "C", "C", "O", "O", "H", "H", "H", "H", "H", "H", "C", "C", "O", "O", "H", "H", "H", "H", "H", "H", "C", "C", "O", "O", "H", "H", "H", "H", "H", "H", "C", "C", "O", "O", "H", "H", "H", "H", "H", "H", "C", "C", "O", "O", "H", "H", "H", "H", "H", "H", "C", "C", "O", "O", "H", "H", "H", "H", "H", "H", "C", "C", "O", "O", "H", "H", "H", "H", "H", "H", "C", "C", "O", "O", "H", "H", "H", "H", "H", "H", "C", "C", "O", "O", "H", "H", "H", "H", "H", "H", "C", "C", "O", "O", "H", "H", "H", "H", "H", "H"], "positions_angstrom": [[53.361, 35.418, 31.476], [53.208, 34.719, 32.791], [52.883, 33.346, 32.590], [54.465, 34.759, 33.486], [52.089, 35.491, 33.510], [51.398, 34.709, 34.712], [50.350, 35.443, 35.198], [52.470, 35.389, 30.845], [54.175, 35.059, 30.890], [53.489, 36.471, 31.500], [51.793, 33.425, 32.045], [53.019, 32.649, 33.511], [53.644, 33.122, 32.050], [54.217, 34.360, 34.512], [54.974, 35.545, 33.660], [55.164, 34.004, 32.918], [51.320, 35.498, 32.674], [52.589, 36.402, 33.860], [52.044, 34.319, 35.592], [51.036, 33.853, 34.255], [49.968, 34.940, 35.991], [50.970, 34.504, 38.448], [50.949, 33.672, 39.629], [50.023, 34.081, 37.515], [50.686, 35.797, 38.954], [52.337, 34.434, 37.872], [48.359, 32.159, 35.383], [48.445, 31.359, 34.055], [47.113, 31.456, 33.564], [49.687, 32.069, 35.926], [47.692, 32.050, 36.061], [48.343, 33.388, 35.301], [48.340, 30.321, 34.170], [49.290, 31.573, 33.563], [46.576, 30.758, 33.962], [49.938, 32.699, 36.644], [48.560, 31.334, 39.220], [49.173, 30.049, 38.819], [48.846, 29.561, 37.495], [49.234, 31.855, 40.329], [47.521, 31.154, 39.413], [48.761, 32.211, 38.595], [48.729, 29.329, 39.409], [50.300, 30.156, 38.646], [49.022, 30.262, 36.786], [50.017, 32.456, 40.158], [53.021, 36.861, 41.395], [53.583, 37.892, 42.390], [54.752, 37.356, 43.018], [52.205, 37.570, 40.587], [52.522, 35.957, 41.760], [53.853, 36.325, 40.850], [52.904, 38.313, 43.324], [54.104, 38.747, 41.783], [55.275, 36.975, 42.306], [51.720, 36.900, 40.168], [48.132, 34.204, 43.147], [49.190, 34.905, 42.457], [50.357, 34.103, 42.243], [47.523, 33.486, 42.133], [47.286, 34.751, 43.593], [48.307, 33.571, 44.047], [49.422, 35.918, 42.794], [48.916, 35.245, 41.593], [50.538, 34.194, 41.276], [48.333, 33.254, 41.668], [55.902, 33.785, 38.245], [57.145, 34.691, 38.203], [58.036, 34.166, 37.418], [54.797, 34.369, 38.975], [55.841, 32.895, 38.729], [55.614, 33.568, 37.245], [57.511, 35.293, 39.329], [56.783, 35.695, 37.853], [57.886, 34.217, 36.496], [53.915, 34.139, 38.505], [47.012, 34.531, 39.008], [45.557, 33.933, 39.266], [45.231, 34.271, 40.501], [47.379, 34.287, 37.609], [47.749, 33.790, 39.564], [47.027, 35.634, 39.264], [45.395, 33.013, 38.867], [44.940, 34.510, 38.544], [45.929, 33.975, 41.015], [48.366, 34.338, 37.643], [53.840, 33.296, 41.697], [53.553, 31.861, 41.023], [52.142, 31.612, 40.780], [55.250, 33.494, 41.609], [53.547, 33.255, 42.845], [53.017, 33.880, 41.386], [53.990, 31.056, 41.437], [54.149, 32.271, 40.091], [51.731, 32.323, 40.354], [55.289, 33.734, 40.770], [54.285, 37.142, 36.955], [55.115, 37.958, 36.085], [55.214, 39.328, 36.372], [53.747, 36.004, 36.344], [53.312, 37.393, 37.434], [54.919, 36.758, 37.781], [54.853, 37.815, 35.094], [56.171, 37.628, 36.228], [54.489, 39.736, 36.243], [53.242, 35.449, 37.037], [52.766, 31.300, 36.889], [53.759, 30.055, 36.631], [52.973, 28.832, 36.958], [53.559, 32.474, 36.652], [52.605, 31.271, 37.940], [51.755, 31.352, 36.119], [54.542, 30.390, 37.249], [54.056, 29.912, 35.628], [52.860, 28.657, 38.027], [53.026, 33.172, 37.006], [48.529, 38.454, 39.014], [49.013, 38.215, 37.535], [50.409, 38.184, 37.752], [48.690, 37.374, 39.727], [47.357, 38.815, 39.222], [48.851, 39.332, 39.532], [48.720, 39.027, 36.688], [48.578, 37.408, 37.002], [50.739, 37.324, 38.145], [49.645, 36.944, 39.244]], "atomic_forces_ev_per_a": [[-0.94, -0.16, -1.09], [-0.77, 3.73, 0.34], [-6.55, -0.49, 2.46], [-0.91, -8.47, 0.84], [-0.64, -0.99, 0.73], [2.35, -0.03, 0.85], [-1.27, 0.49, 1.01], [-0.21, -0.83, 0.34], [0.73, -0.81, -0.09], [0.43, 1.01, 1.24], [2.81, -1.19, 1.37], [-1.02, 1.70, -1.15], [4.12, -2.71, -4.57], [0.63, 0.12, -0.90], [2.71, 6.41, 0.46], [-1.13, 1.36, 1.24], [0.65, 0.96, 1.35], [-0.76, 0.15, -0.36], [-0.32, 1.01, -1.82], [-0.85, -2.14, -0.93], [0.78, 0.95, -1.26], [4.03, -0.48, 3.40], [0.29, -1.52, 0.91], [-3.08, -1.31, -3.77], [-0.05, 3.72, 0.22], [-0.19, 0.18, -0.37], [7.29, 5.28, -4.26], [-5.50, -0.52, 4.97], [-1.23, 1.49, -2.47], [1.02, -1.50, 0.48], [-4.89, -1.95, 4.18], [-0.94, -2.76, -1.15], [1.99, -1.80, 1.32], [2.42, 1.43, -2.81], [0.46, 0.31, -0.12], [-0.96, -0.43, -0.66], [1.63, 2.40, -0.61], [2.69, 0.95, -4.06], [-1.05, 1.17, -1.70], [0.35, -0.13, 3.00], [-0.74, 0.46, 0.30], [-1.03, -0.92, -1.66], [0.25, -1.88, 1.80], [-1.20, -0.29, 1.86], [0.05, -1.10, 1.78], [-1.73, -1.12, -0.64], [1.64, -0.74, 1.38], [1.46, 1.16, 1.10], [0.00, -0.50, 0.80], [-0.42, 1.85, -0.88], [-0.33, 0.41, 1.09], [0.08, 1.01, 0.17], [1.39, -1.17, -2.87], [-2.17, -0.86, 0.69], [0.09, -0.15, 0.11], [-1.65, -0.98, -1.49], [-2.90, -0.24, 2.45], [3.97, 1.25, 4.34], [-0.22, 0.28, -0.53], [-0.51, -1.68, -0.72], [0.57, 1.16, -0.38], [1.20, 0.00, -0.74], [0.64, -0.09, 1.50], [-2.61, 1.12, -5.53], [0.13, -0.31, 0.98], [-0.43, -1.46, -1.18], [-1.24, 2.63, 0.75], [-3.98, 4.55, 4.39], [4.78, -2.09, -0.46], [-1.48, 0.76, -1.36], [1.94, -3.27, 1.17], [-0.19, 0.14, -1.17], [-0.40, -2.94, -2.80], [-0.19, -0.72, -0.42], [-0.64, 0.38, -1.11], [1.88, 0.63, 1.26], [0.25, -2.73, -0.58], [2.17, 5.04, -4.04], [-3.35, 0.69, 1.65], [0.40, 0.76, 0.90], [-1.27, 2.21, -0.26], [0.27, -1.47, 0.02], [0.12, -3.65, -0.21], [-0.07, 0.22, 0.38], [2.20, -0.86, 2.48], [-1.30, -0.07, -0.34], [-0.77, -4.63, 5.15], [-1.67, 6.38, -3.25], [2.93, -2.57, 1.59], [-2.04, -0.73, 5.47], [0.94, -0.06, -1.95], [0.13, 1.84, -1.45], [1.40, -2.64, 1.56], [-1.20, -2.12, 0.54], [-0.29, 1.89, -1.04], [1.24, 2.13, -6.40], [-2.21, -2.21, 4.00], [2.26, 0.98, 0.81], [8.00, -3.88, 1.70], [0.08, -2.49, -1.57], [1.13, 2.38, 0.04], [-0.25, 0.54, -0.02], [-0.66, -0.39, -2.35], [-0.67, -0.09, -0.44], [-8.30, 4.40, -1.35], [0.73, 1.20, -1.18], [-0.16, -0.68, -3.92], [-4.73, 0.52, 1.24], [1.04, 0.22, 3.63], [0.54, -1.22, -0.96], [-1.11, -0.23, 0.90], [2.71, -0.59, 2.61], [1.49, -0.69, 1.00], [0.30, 0.02, -1.09], [0.63, 1.17, -4.15], [-0.50, 1.05, 0.44], [-5.75, 3.64, -1.89], [-0.50, 3.62, 0.14], [1.25, -0.83, -0.83], [4.83, -5.00, -0.13], [1.76, -1.24, -1.49], [1.84, 0.96, -0.42], [1.05, -0.91, 2.38], [-0.23, -1.77, 0.36], [-0.65, 1.17, -1.13], [-4.14, 0.85, 2.92]], "mulliken_charge": [-0.891, 0.322, -0.849, -0.989, -1.216, 1.123, -0.659, 0.415, 0.423, 0.383, 0.290, 0.055, 0.760, 0.246, 0.529, 0.285, 0.544, 0.099, -0.173, 0.154, -0.003, -0.255, 0.862, 1.779, -0.764, 0.355, -0.477, -0.780, -0.635, -0.650, 0.847, 0.084, 0.320, 0.385, 0.335, -0.326, 0.530, -0.448, -0.708, -0.593, 0.406, -0.503, 0.514, -0.001, 0.381, 0.177, 1.599, -0.274, -0.587, -0.733, -0.098, -0.816, 0.209, 0.218, 0.302, 0.242, -0.342, -0.890, -0.580, -0.678, 0.358, 0.217, 0.429, 0.435, 0.003, 0.301, 0.109, -0.080, -0.558, 0.191, 0.587, -0.199, 0.216, -0.239, 0.335, -0.232, 1.203, -0.966, -0.576, -0.673, -0.570, 0.180, 0.411, 0.385, 0.506, -0.540, 0.473, -0.167, -0.648, -0.641, 0.272, -0.736, 0.735, -0.323, 0.319, 0.400, 0.602, -0.791, -0.526, 0.294, 0.065, -0.244, 0.346, 0.205, 0.269, -0.542, 1.531, -0.932, -0.620, -0.586, -0.447, -0.307, 0.375, 0.391, 0.344, -0.651, -0.421, -0.135, -0.634, -0.456, 0.200, 0.322, 0.196, -0.034, 0.672, 0.343]}

---

> Which formula does entry 1 have?

C4H6NO3